# 1
106
Properties=species:S:1:pos:R:3 method="wB97M-V/def2-TZVPD" multiplicity=4 e_lumo_ev="0.110 / 0.097" de_lowest_ev=0.706 s2=3.765 gap_ev="6.02 / 8.42"
C -3.545 -0.977 -0.080
C -0.457 -2.079 -4.338
H 1.941 0.815 -2.065
O 0.944 -1.567 -2.480
C 0.632 -2.282 -5.180
H -2.966 -2.630 -6.540
N -3.044 1.120 -0.187
H 4.647 -3.508 1.248
H 2.123 -3.252 4.487
C -1.958 -2.528 -6.160
H -0.589 -5.403 -1.269
H -0.681 6.688 1.614
C -0.719 5.840 2.299
C -1.752 -2.206 -4.826
C 0.682 -1.759 3.943
C -6.157 -0.757 -0.110
H 4.421 2.355 0.957
C 0.424 -2.605 -6.512
C 1.308 1.040 -2.910
C 0.817 -3.968 -0.599
H 1.364 -2.407 5.839
H -0.202 4.499 4.641
C -1.204 -1.004 3.071
H -2.582 -2.056 -4.149
H -4.981 1.962 -0.284
O -1.100 2.393 1.317
C -0.918 1.373 -3.580
H -1.104 -1.549 5.217
H 3.705 -4.302 2.504
H 5.263 -1.224 1.827
C 1.788 2.816 -0.263
C 2.625 -3.951 0.679
C -2.599 -0.495 2.945
N 0.850 -2.793 0.025
C 1.758 -2.284 4.831
H -1.034 -2.982 -8.040
C 3.876 -4.258 1.428
H 2.788 1.047 -4.425
C 0.532 4.391 3.831
B 2.181 -1.683 1.839
H 4.661 -0.478 3.299
O -7.020 -0.156 -0.979
H -1.934 1.407 -3.220
H 2.409 3.196 -1.078
H -2.946 4.940 0.676
H 2.177 -5.725 -0.545
H 5.771 0.411 2.253
C -3.129 -2.445 0.069
C 0.811 1.384 -5.225
H -3.270 -1.235 2.508
C -0.676 3.381 1.927
H 0.196 1.644 4.324
C 1.928 -4.730 -0.216
H -2.976 -0.268 3.942
H 0.798 6.523 3.667
C 0.660 1.962 3.385
C 2.405 1.605 0.360
N 1.965 -2.782 0.803
W -0.552 -0.986 -0.163
C -4.384 1.065 -0.245
H 1.270 -2.770 -7.167
C -4.758 -0.267 -0.205
H 0.782 2.615 -0.620
C -0.625 -1.458 4.257
O -0.402 1.042 -1.371
N -0.300 -1.033 2.087
H -2.637 0.419 2.355
H 1.744 2.006 3.518
C -0.239 -4.410 -1.553
O -6.546 -1.566 0.672
H -1.813 3.936 -0.259
C -1.897 4.805 0.387
H -2.404 1.880 0.057
H 1.724 3.611 0.483
C -0.535 1.491 -4.898
H 1.627 -2.181 -4.768
C -0.208 -1.694 -2.904
N -2.543 -0.110 -0.066
H -1.301 1.646 -5.643
C 3.794 0.312 1.497
N 1.791 0.436 0.528
H 1.129 1.461 -6.256
H 0.428 1.241 2.613
H 1.410 5.595 2.291
O -3.953 -3.328 0.044
C 1.733 1.158 -4.220
N 0.185 3.271 2.977
O -1.246 -1.463 -2.188
H -1.589 5.681 -0.188
H -1.099 -3.752 -1.557
H 2.612 -1.608 4.875
C 0.601 5.668 3.021
N 0.000 1.163 -2.614
H -6.513 0.346 -1.628
H 4.263 -5.224 1.106
C -0.871 -2.725 -7.000
C 3.685 1.568 0.940
O -1.861 -2.547 0.301
H 1.492 4.169 4.299
N 2.643 -0.345 1.235
H 3.032 -2.034 2.596
N -1.017 4.651 1.522
H -1.520 6.046 3.022
C 4.930 -0.281 2.260
N 0.868 -1.484 2.639
H 0.168 -4.479 -2.565

---

# 2
101
Properties=species:S:1:pos:R:3 method="wB97M-V/def2-TZVPD" e_lumo_ev=-0.757 gap_ev=7.43 smiles="O=C(O)OCCC[C@@](F)(Br)C(F)(F)Br.c1cc[nH]c1.c1cc[nH]c1.c1cc[nH]c1.c1cc[nH]c1.c1cc[nH]c1.c1cc[nH]c1.c1cc[nH]c1.c1cc[nH]c1"
C 8.816 -3.179 -0.737
H -6.456 -0.993 2.112
H 14.436 -5.134 -3.710
C 13.168 -6.614 -1.049
H 11.427 -7.465 -1.913
N 12.265 -6.913 -2.035
C -1.766 4.439 1.092
H 9.508 -5.060 1.884
C -5.298 -0.200 0.367
H -8.109 -0.783 -1.152
H -3.600 5.593 1.657
C 3.255 0.542 1.175
C -10.082 0.255 -1.395
H -2.433 -1.484 0.976
C -3.978 -0.385 0.021
H -4.710 3.114 1.847
C 0.990 -1.754 -0.303
H -6.019 0.388 -0.185
H -4.079 -2.159 2.748
C -6.307 -0.113 -4.249
H -0.699 2.505 0.706
N 8.171 -2.540 0.289
H 8.932 5.869 7.011
C 7.930 3.320 5.173
H 10.044 -4.996 -0.777
Br 7.315 1.968 0.052
C 12.676 -6.344 -3.213
C 14.172 -5.854 -1.606
H -14.435 0.208 1.726
N -6.145 0.366 -5.523
C -3.113 4.644 1.475
H 3.545 -0.605 1.014
F 6.597 0.121 2.152
C 8.375 -3.231 1.455
C -14.693 0.844 0.890
H -4.862 -0.109 -7.166
H -11.301 2.067 -1.886
H 2.579 0.691 -2.215
H 13.021 -6.969 -0.037
C 6.002 0.637 0.868
H -7.047 0.317 -3.586
C -15.881 1.447 0.541
H -3.401 -0.014 -0.815
O 1.183 -0.886 -1.510
C -5.148 -0.339 -6.148
H -16.375 2.756 -1.207
O -0.167 -1.445 0.583
H 7.782 2.319 4.791
H 6.760 4.358 3.738
F 4.578 2.735 0.550
C 9.447 -4.287 -0.217
C 2.351 -0.004 -1.282
H 9.217 3.170 6.943
C 4.619 1.440 1.264
H 7.627 -1.691 0.200
H -7.140 1.439 -1.808
H 7.941 -2.890 2.385
N 7.350 4.399 4.558
C 2.183 0.989 0.022
C -8.716 0.082 -1.383
F 5.818 -0.412 -0.162
Br 4.829 1.919 3.236
C 9.168 -4.321 1.170
H 2.276 2.091 -0.356
C -9.114 2.199 -1.984
N -13.755 1.180 -0.051
H 1.103 0.908 0.523
H 2.713 0.580 2.225
C -15.653 2.167 -0.656
C -10.334 1.594 -1.776
H 8.772 -2.791 -1.746
H -8.860 3.206 -2.285
H 7.341 6.509 4.896
C -5.410 -1.141 -4.062
H 12.093 -6.460 -4.117
H -10.817 -0.502 -1.156
H 15.035 -5.463 -1.082
H -16.812 1.374 1.089
C -14.333 1.982 -1.001
H -13.757 2.353 -1.838
H 0.274 -1.175 1.461
H -12.788 0.883 -0.047
C 8.647 3.781 6.254
H -2.915 1.459 1.256
O 1.812 -2.745 0.053
H -5.295 -1.724 -3.158
H -6.676 1.121 -5.937
C 8.499 5.188 6.290
N -2.760 2.459 1.267
H 3.300 -0.713 -1.177
C -4.676 -1.283 -5.264
C -5.526 -0.920 1.564
C -4.337 -1.523 1.912
H -1.016 5.201 0.921
C -1.575 3.081 0.974
C -3.703 3.404 1.579
H -3.888 -1.997 -5.463
N -3.400 -1.187 0.971
N -8.135 1.272 -1.738
C 13.860 -5.682 -2.976
C 7.696 5.543 5.229

---

# 3
92
Properties=species:S:1:pos:R:3 method="wB97M-V/def2-TZVPD" total_charge=-1 multiplicity=4 e_lumo_ev="2.496 / 2.493" s2=3.797 gap_ev="3.92 / 5.36"
H -3.866 1.827 -0.957
C 2.709 -0.004 -0.214
H 2.653 -2.102 2.391
C -3.297 1.447 -0.123
Cr 0.595 -0.458 0.062
N 0.352 -1.292 -3.192
N 1.002 -2.948 -1.911
C -0.736 2.474 6.291
C 3.670 -0.629 -1.163
C -2.137 0.171 -3.932
H -2.452 -0.731 -4.478
H 3.036 -1.186 -3.822
C 1.499 0.870 3.239
H -2.846 0.970 -4.192
H -4.706 1.960 1.434
C 1.280 1.563 0.742
C -1.743 0.427 1.854
H 1.195 3.655 1.235
C 0.298 -3.564 0.216
H -1.065 0.101 2.637
C 0.753 -3.475 -3.180
H 2.158 2.949 -1.656
C 1.879 1.137 -0.499
H -1.561 2.304 -5.406
C 0.287 -2.475 -3.938
N 0.105 -2.341 0.856
H -0.193 3.290 -7.479
C -2.039 0.913 -0.402
H -0.202 1.588 6.648
H 2.342 1.430 3.680
H -0.649 -1.545 2.642
H 3.833 -0.007 -2.048
C -1.765 -0.131 4.955
H -0.010 -2.484 -4.971
C -1.364 -3.553 2.372
N -1.350 0.272 0.561
H -0.849 3.176 7.121
H 4.032 -1.005 2.597
C -3.087 1.560 3.620
H -2.715 1.647 6.548
C -2.123 2.156 5.772
C 3.322 -1.410 1.863
H -2.619 -2.039 5.397
H 1.423 -0.095 3.766
H 2.540 1.348 -6.229
C 0.689 -1.563 -1.864
C -2.964 -1.051 5.077
H -3.489 -1.161 4.120
C 1.558 0.099 -4.799
H 0.808 1.922 -2.166
C -0.613 -4.636 0.413
H 0.792 -4.516 -3.383
H 3.904 -1.986 1.133
N -2.083 1.271 4.579
H -2.640 3.077 5.486
H -1.220 -0.070 5.908
H 4.647 -0.820 -0.702
H 2.441 1.433 -2.546
C 0.638 3.237 -6.759
H -0.140 2.963 5.511
H -1.561 1.005 -1.382
C -1.451 -4.669 1.514
H 1.575 3.206 -7.331
C 1.831 1.905 -1.773
C 0.409 -0.089 -3.992
O -4.011 2.331 3.840
C -2.925 1.039 2.217
C -0.636 -2.433 1.993
C -0.767 0.612 -4.345
H 0.589 1.455 3.437
C 0.529 2.039 -5.849
H -1.037 -0.543 4.243
C 1.621 1.195 -5.658
C 1.714 0.669 1.776
C 0.536 2.849 0.875
H 2.435 -1.776 -5.399
H -2.075 -5.515 1.733
C -3.765 1.510 1.187
H -0.633 -5.421 -0.331
C 2.551 -0.335 1.173
C 1.289 -3.710 -0.792
H -1.864 -3.557 3.336
H -0.310 2.769 1.568
H 3.291 -1.591 -1.515
H 3.539 -0.398 -5.323
H -3.658 -0.656 5.829
H 0.133 3.154 -0.102
H -2.238 -0.027 -2.859
C 2.689 -0.875 -4.817
H 2.313 -4.007 -0.582
H 0.629 4.180 -6.190
C -0.662 1.719 -5.196

---

# 4
107
Properties=species:S:1:pos:R:3 method="wB97M-V/def2-TZVPD" total_charge=-1 multiplicity=2 e_lumo_ev="2.088 / 2.130" de_lowest_ev=1.640 s2=0.775 gap_ev="4.74 / 6.95"
H -2.694 5.125 3.176
H 3.532 2.510 4.314
C 3.163 -0.154 3.623
Pb -1.080 2.973 -0.220
O -3.819 0.151 -2.516
C -2.326 6.016 2.794
S -0.742 0.776 2.006
O -4.434 6.049 -0.355
H 4.446 -2.322 4.434
H 6.685 -3.514 -2.185
H 3.180 -4.512 -2.978
H 3.411 0.012 -5.653
B 1.310 -0.305 -0.130
H -2.133 -1.280 3.390
H -8.424 4.007 -1.679
H 3.580 -3.634 5.385
H -3.510 -0.731 2.449
C 2.562 0.931 1.552
N 1.986 -0.242 1.234
H 4.933 -4.792 -0.680
O -3.494 4.023 0.730
C -4.829 2.452 -2.041
H 5.004 1.895 3.509
H 2.806 -3.786 2.479
H -6.431 5.217 -0.746
C 4.411 -3.850 -0.731
C 2.253 -2.495 4.102
C -0.993 -4.547 -1.977
H 3.666 -0.163 4.603
C -1.501 -2.398 -0.927
C -1.892 -1.590 1.290
C 3.644 -1.297 -3.477
H -1.085 -5.029 -0.964
H 1.948 -4.627 3.808
C -6.343 4.279 -1.282
H -3.805 7.316 3.698
O -2.564 4.743 -1.361
H 0.080 -2.495 4.479
C -7.442 3.591 -1.806
H 4.828 -3.251 0.062
C 2.013 -3.709 3.242
O -2.281 2.097 -2.953
C 2.413 -1.286 3.204
H -2.089 -3.039 -4.228
H -3.468 -4.572 -1.150
N -1.193 5.943 2.021
C -3.359 -3.754 -1.873
C -2.917 7.234 3.058
H 0.936 -1.267 5.447
C -0.642 7.070 1.414
H -3.284 -2.417 2.713
C -0.882 -0.632 1.030
C 3.682 -2.018 -2.247
H -3.859 -4.107 -2.807
C -1.898 -3.311 -2.076
H 2.899 1.523 -4.845
H -2.621 -3.472 0.589
H -8.164 1.793 -2.727
C -5.029 3.763 -1.449
H -0.947 9.143 0.939
H -0.719 -2.165 -3.450
C 1.884 0.077 -2.608
H 4.231 -1.711 -4.298
H 4.326 -3.856 -4.181
C 2.749 -0.286 -3.671
C -7.242 2.355 -2.472
N 2.067 -0.609 -1.414
H 1.710 0.500 -5.346
H 3.381 -4.002 -0.508
S -3.335 1.471 -2.116
C 5.988 -2.691 -2.374
H -2.888 9.370 2.442
H 0.310 6.918 0.899
H -2.376 -1.585 -3.270
C -2.397 8.383 2.407
C 3.949 2.177 3.342
N 1.888 -1.353 1.976
N -0.126 -0.811 -0.083
C -2.748 -1.522 2.527
N 2.945 -1.621 -1.242
S 0.763 1.291 -2.856
H 3.934 2.976 2.585
S -3.830 4.743 -0.527
N -0.550 -1.521 -1.156
H 3.411 -1.880 5.848
C -5.947 1.851 -2.620
H -4.022 -2.929 -1.457
S 2.544 2.210 0.453
H 0.047 -4.229 -2.052
C 3.174 1.014 2.850
C -2.011 -2.571 0.365
H 0.965 -2.945 5.882
H -5.820 0.985 -3.285
H 6.207 -1.840 -1.731
C -1.282 8.288 1.575
C 4.201 -4.257 -3.167
C 4.589 -3.205 -2.083
C 2.713 0.484 -4.969
H 6.060 -2.290 -3.416
H 1.120 -3.666 2.601
C 1.025 -2.279 5.015
O -0.646 4.787 1.774
H 4.821 -5.171 -3.097
C 3.524 -2.617 4.979
C -1.754 -2.518 -3.343
H -1.195 -5.262 -2.760
O -2.835 1.479 -0.675

---

no.,E (eV)
1,-75446.402
2,-206461.630
3,-78085.823
4,-125049.834